C13H22AuN7O2Sb | ωB97M-V with the def2-TZVPD basis set

Lowest unoccupied orbital energy (alpha / beta), Eh: -0.3169 / -0.4281
Charge: +3
Gap between HOMO and LUMO (alpha / beta), eV: 9.16 / 6.12
Multiplicity: 3

Last column: natural (NBO) charge in e.
Element x y z (Å)
Au 0.55 -1.44 0.47  1.119
N -2.47 -0.71 -0.81  -0.746
C -2.53 -1.29 0.39  0.622
N -3.67 -1.80 0.80  -0.530
C -3.72 -2.32 2.03  0.623
N -4.80 -2.95 2.41  -0.684
N -2.68 -2.22 2.91  -0.479
C -1.57 -1.75 2.44  0.453
N -1.40 -1.33 1.16  -0.655
C -0.40 -1.60 3.32  0.125
C -0.50 -1.67 4.70  -0.157
C 0.64 -1.42 5.46  -0.097
C 1.84 -1.15 4.82  -0.198
C 1.87 -1.13 3.43  0.050
N 0.77 -1.34 2.72  -0.433
H -3.31 -0.67 -1.37  0.449
H -1.64 -0.25 -1.13  0.397
H -5.58 -3.02 1.78  0.441
H -4.88 -3.34 3.34  0.439
H -1.45 -1.90 5.15  0.279
H 0.60 -1.46 6.54  0.268
H 2.75 -0.95 5.37  0.269
H 2.79 -0.96 2.88  0.226
C 3.24 2.32 0.69  -0.952
Sb 2.40 1.44 -1.09  1.451
C 4.04 1.25 -2.45  -0.954
C 1.07 2.92 -1.94  -0.937
H 3.75 3.23 0.36  0.278
H 3.96 1.63 1.13  0.256
H 2.45 2.56 1.39  0.260
H 4.48 2.24 -2.55  0.277
H 3.67 0.91 -3.41  0.260
H 4.76 0.55 -2.04  0.258
H 1.70 3.75 -2.24  0.276
H 0.35 3.24 -1.19  0.261
H 0.57 2.49 -2.80  0.260
N 2.96 -4.82 -2.40  -0.681
C 3.34 -3.41 -2.06  -0.346
C 2.22 -2.81 -1.21  0.772
O 1.19 -3.49 -1.07  -0.671
O 2.39 -1.65 -0.71  -0.780
H 3.04 -5.04 -3.39  0.461
H 1.97 -4.90 -2.10  0.479
H 3.51 -5.51 -1.89  0.458
H 3.46 -2.82 -2.97  0.264
H 4.28 -3.38 -1.52  0.268

=====

C44H51BGdN11O5 | ωB97M-V with the def2-TZVPD basis set

Lowest unoccupied orbital energy (alpha / beta), Eh: -0.0131 / -0.1456
ΔE to the lowest compared entry with this formula, charge and spin, kJ/mol: 170.25
Gap between HOMO and LUMO (alpha / beta), eV: 6.81 / 3.17
Multiplicity: 8

Last column: Löwdin charge in e.
Element x y z (Å)
Gd 13.43 11.57 12.69  1.640
N 15.89 9.60 12.72  0.003
C 16.97 9.93 13.71  -0.234
C 17.08 11.45 13.81  -0.204
N 15.79 12.11 14.19  -0.106
C 15.42 11.78 15.57  -0.216
C 13.98 12.11 15.93  -0.209
N 13.06 11.31 15.08  -0.077
H 15.79 8.59 12.58  0.067
H 16.22 9.88 11.78  0.061
H 17.93 9.59 13.35  0.107
H 16.70 9.47 14.67  0.107
H 17.55 11.85 12.88  0.123
H 17.79 11.65 14.66  0.128
H 15.98 13.12 14.04  0.125
H 16.07 12.22 16.32  0.127
H 15.56 10.71 15.63  0.102
H 13.71 13.23 15.85  0.150
H 13.84 11.82 16.96  0.110
H 12.10 11.58 15.19  0.050
H 13.18 10.32 15.38  0.088
C 8.32 8.88 11.68  -0.023
C 9.08 9.95 12.46  -0.275
C 8.57 11.28 12.67  0.012
C 9.57 12.00 13.37  -0.265
N 10.65 11.20 13.51  0.053
N 10.32 9.91 13.01  0.007
B 11.06 8.59 13.61  -0.423
N 12.55 8.57 13.03  0.008
N 12.77 9.21 11.77  -0.024
C 13.18 8.33 10.86  -0.224
C 13.57 7.09 11.59  0.049
C 13.26 7.37 12.93  -0.301
C 13.43 6.47 14.11  -0.029
C 13.12 8.41 9.43  -0.176
C 12.24 9.29 8.81  -0.029
C 11.88 9.20 7.47  -0.064
C 12.48 8.23 6.65  -0.068
C 13.35 7.32 7.27  -0.083
C 13.82 7.52 8.56  -0.030
N 10.87 8.56 15.20  0.012
N 11.94 8.34 15.94  0.054
C 11.55 8.47 17.26  -0.208
C 10.20 8.88 17.27  -0.019
C 9.71 8.78 16.02  -0.222
C 8.26 8.99 15.63  -0.001
C 12.42 8.12 18.38  -0.159
C 11.97 8.46 19.68  -0.058
C 12.70 8.31 20.78  -0.093
C 14.06 8.02 20.64  -0.086
C 14.57 7.69 19.37  -0.080
C 13.76 7.80 18.25  -0.045
C 9.35 13.25 14.08  -0.164
C 10.42 14.14 14.35  -0.014
C 10.10 15.37 14.91  -0.061
C 8.77 15.72 15.25  -0.085
C 7.77 14.83 15.00  -0.087
C 8.04 13.62 14.37  -0.031
H 8.19 9.40 10.72  0.078
H 8.94 7.97 11.56  0.071
H 7.26 8.72 12.08  0.102
H 7.53 11.54 12.50  0.108
H 10.42 7.70 13.10  0.108
H 14.14 6.29 11.19  0.094
H 13.19 7.01 15.07  0.051
H 12.71 5.64 13.93  0.105
H 14.47 6.10 14.13  0.084
H 11.80 10.04 9.51  0.085
H 11.11 9.86 7.04  0.112
H 12.30 8.28 5.55  0.114
H 13.84 6.48 6.77  0.101
H 14.71 7.03 8.89  0.101
H 9.54 9.05 18.11  0.114
H 8.20 10.07 15.44  0.080
H 7.95 8.42 14.76  0.075
H 7.69 8.82 16.56  0.087
H 10.96 8.71 19.73  0.084
H 12.27 8.53 21.79  0.123
H 14.67 7.95 21.51  0.088
H 15.60 7.34 19.36  0.096
H 14.10 7.40 17.30  0.097
H 11.42 14.02 13.91  0.088
H 10.80 16.19 14.95  0.103
H 8.56 16.62 15.73  0.085
H 6.73 15.04 15.35  0.120
H 7.28 12.92 14.06  0.102
O 11.06 16.74 8.09  -0.030
C 10.31 15.76 8.31  -0.705
O 9.14 15.42 8.05  -0.025
C 10.88 14.76 9.24  -0.078
C 10.51 13.37 9.17  0.052
C 11.10 12.51 10.09  -0.108
N 12.08 12.90 10.97  0.002
C 12.47 14.19 10.95  -0.212
C 11.90 15.14 10.11  0.076
C 13.47 14.63 11.95  -0.620
O 14.11 15.68 11.77  0.044
O 13.56 13.88 13.00  -0.191
H 9.76 12.97 8.48  0.119
H 10.83 11.47 10.09  0.076
H 12.36 16.10 10.19  0.127
C 16.61 14.15 8.77  -0.051
N 16.43 12.85 9.34  -0.186
C 16.60 11.62 8.64  -0.030
C 15.77 12.91 10.53  -0.236
O 15.06 11.98 11.01  -0.174
H 16.41 15.03 9.45  0.118
H 15.89 14.31 7.91  0.123
H 17.59 14.29 8.36  0.082
H 17.33 11.81 7.88  0.084
H 15.64 11.33 8.13  0.117
H 17.02 10.84 9.34  0.115
H 15.95 13.81 11.12  0.144

=====

C12H11N2O | ωB97M-V with the def2-TZVPD basis set

Lowest unoccupied orbital energy (alpha / beta), Eh: -0.1804 / -0.1804
ΔE to the lowest compared entry with this formula, charge and spin, kJ/mol: 121.09
Charge: +1
Gap between HOMO and LUMO (alpha / beta), eV: 7.47 / 7.47

Last column: natural (NBO) charge in e.
Element x y z (Å)
C 0.27 -3.46 -0.78  -0.226
C -0.09 -3.06 0.57  -0.228
C -0.08 2.99 0.64  -0.348
C 0.25 -2.68 -1.85  -0.134
C -0.07 0.56 0.23  -0.275
C 0.05 -0.55 -0.53  0.276
C 0.14 1.94 -0.20  0.159
C -0.23 -1.79 0.89  0.205
C -0.24 0.35 1.62  0.541
C -0.44 2.80 1.98  0.668
C 0.20 -1.15 -1.84  -0.570
C 0.35 2.24 -1.68  -0.647
N -0.33 1.37 2.42  -0.570
N -0.32 -0.98 1.97  -0.552
O -0.69 3.49 2.92  -0.481
H 0.40 -4.50 -1.13  0.249
H -0.21 -3.71 1.46  0.246
H -0.02 4.05 0.48  0.266
H 0.46 -3.29 -2.72  0.240
H 1.22 -0.80 -2.09  0.289
H -0.70 -1.01 -2.49  0.305
H -0.59 2.66 -2.08  0.254
H 0.78 1.52 -2.25  0.219
H 0.97 3.01 -1.82  0.243
H -0.33 1.15 3.41  0.432
H -0.75 -1.15 2.86  0.439